{
  "formula": "C28H47F9N3O10P2",
  "method": "the ωB97M-V functional and the def2-TZVPD basis",
  "total_charge": 1,
  "gap_ev": 7.0653,
  "spin_multiplicity": 1,
  "homo_energy_ev": -11.469,
  "species": ["C", "C", "N", "C", "C", "C", "P", "C", "C", "C", "C", "O", "N", "C", "C", "C", "P", "O", "O", "C", "C", "O", "C", "C", "N", "H", "H", "H", "H", "H", "H", "H", "H", "H", "H", "H", "H", "H", "H", "H", "H", "H", "H", "H", "H", "H", "H", "H", "H", "H", "H", "H", "H", "H", "H", "H", "H", "C", "C", "O", "C", "O", "C", "F", "F", "F", "H", "H", "H", "H", "H", "C", "C", "O", "C", "O", "C", "F", "F", "F", "H", "H", "H", "H", "H", "C", "C", "O", "C", "O", "C", "F", "F", "F", "H", "H", "H", "H", "H"],
  "xyz": [[-2.3842, 0.3553, -4.8998], [-3.6068, 1.3485, -4.4449], [-4.2761, 0.9858, -3.1389], [-3.3073, 1.1427, -1.9474], [-2.0459, 2.1708, -1.9322], [-1.0738, 2.3263, -0.6016], [0.4404, 3.4789, -0.4500], [0.7172, 4.1323, -2.2642], [2.0543, 2.5249, -0.0596], [1.8748, 0.9050, 0.1144], [-1.5603, 1.2975, 0.6252], [-0.7816, 1.3504, 1.8785], [-2.7379, 0.4312, 0.3118], [-3.1087, -0.5373, 1.4629], [-3.6677, -1.9986, 0.8703], [-2.6090, -2.7419, -0.1350], [-0.9151, -3.1704, 0.6303], [-0.8280, -3.0346, 2.2021], [-0.6445, -4.8916, 0.2833], [-1.5100, -5.7006, 1.1633], [-0.5662, -6.2319, 2.4379], [0.2729, -2.1411, -0.1193], [1.1895, -2.8863, -0.9970], [0.5692, -3.1457, -2.5277], [-3.5573, 0.3010, -0.7555], [-2.8635, -0.6698, -5.2009], [-1.6553, 0.1907, -3.9993], [-1.8547, 0.7817, -5.8696], [-4.4483, 1.2544, -5.2858], [-3.3175, 2.5038, -4.4417], [-5.1504, 1.5394, -2.9643], [-1.8199, 2.8213, -2.8905], [0.2480, 5.1910, -2.4343], [0.3472, 3.3771, -3.0789], [1.8851, 4.2480, -2.3874], [2.8110, 2.6970, -0.9405], [2.5257, 2.9655, 0.9279], [0.9875, 0.4353, -0.4873], [2.9095, 0.3702, -0.1121], [1.6735, 0.7053, 1.2736], [-1.2761, 2.0034, 2.4551], [-4.0178, -0.0610, 2.0371], [-2.1948, -0.8151, 2.1362], [-3.8225, -2.7053, 1.8008], [-4.7434, -1.8921, 0.3718], [-2.3884, -2.0463, -1.0780], [-3.0824, -3.7225, -0.5677], [-2.4107, -5.0377, 1.5089], [-1.8934, -6.6348, 0.5436], [0.5726, -6.0157, 2.2567], [-0.8120, -7.3509, 2.6772], [-0.9018, -5.5492, 3.3583], [2.1335, -2.1792, -1.1673], [1.6260, -3.8763, -0.5164], [1.0862, -2.3585, -3.2589], [-0.5899, -2.9509, -2.5840], [0.8821, -4.2084, -2.9556], [-5.5924, -3.6008, -8.4586], [-4.0843, -3.7651, -8.5139], [-3.4908, -2.7258, -9.3063], [-3.3156, -1.5169, -8.6830], [-3.6397, -1.2943, -7.5197], [-2.6349, -0.5226, -9.6186], [-3.1806, -0.5156, -10.8697], [-1.3097, -0.7977, -9.7860], [-2.7019, 0.7646, -9.1737], [-6.0109, -3.5546, -9.4689], [-6.0530, -4.4350, -7.9214], [-5.8716, -2.6701, -7.9563], [-3.8367, -4.7151, -8.9986], [-3.6422, -3.7920, -7.5107], [1.7358, 2.3303, 4.5064], [1.2367, 3.0283, 5.7585], [1.9643, 4.2450, 5.9838], [1.5683, 5.3306, 5.2455], [0.6547, 5.3033, 4.4256], [2.3888, 6.5621, 5.6168], [3.7268, 6.3026, 5.6919], [2.0336, 7.0701, 6.8315], [2.2552, 7.5844, 4.7243], [2.8166, 2.1668, 4.5629], [1.2372, 1.3653, 4.3765], [1.5525, 2.9367, 3.6147], [1.4108, 2.3879, 6.6294], [0.1581, 3.2211, 5.7128], [6.5263, 2.7170, 7.8476], [7.1644, 2.3169, 6.5297], [7.2951, 0.8901, 6.4433], [6.1657, 0.2013, 6.0819], [5.0859, 0.7355, 5.8443], [6.4557, -1.2932, 5.9817], [7.1711, -1.7649, 7.0441], [7.1818, -1.6031, 4.8697], [5.3268, -2.0556, 5.9223], [7.0866, 2.2966, 8.6888], [6.4977, 3.8058, 7.9489], [5.5040, 2.3359, 7.9249], [8.1756, 2.7329, 6.4709], [6.6054, 2.7105, 5.6724]]
}

---

{
  "formula": "C16H29N4OPb2",
  "method": "the ωB97M-V functional and the def2-TZVPD basis",
  "e_above_lowest_kj_mol": 1290.4,
  "total_charge": 3,
  "gap_ev": 2.0815,
  "spin_multiplicity": 1,
  "homo_energy_ev": -16.366,
  "species": ["Pb", "Pb", "O", "H", "C", "C", "C", "C", "N", "H", "H", "H", "H", "H", "H", "H", "C", "C", "C", "C", "N", "H", "H", "H", "H", "H", "H", "H", "C", "C", "C", "C", "N", "H", "H", "H", "H", "H", "H", "H", "C", "C", "C", "C", "N", "H", "H", "H", "H", "H", "H", "H"],
  "xyz": [[3.2022, 0.0453, 5.4085], [1.1628, -5.3212, 3.8885], [0.9755, -1.2935, 2.0387], [0.3224, -0.7703, 1.5346], [-6.2046, -0.1471, 3.7141], [-4.8899, -0.3829, 4.4181], [-4.0914, 0.9075, 4.4840], [-4.6123, 1.9922, 5.3850], [-4.9897, 2.8109, 6.0781], [-5.9885, 0.3453, 2.7660], [-6.9825, 0.3450, 4.2979], [-6.6520, -1.1144, 3.4859], [-4.3584, -1.1228, 3.8196], [-4.8804, -0.8126, 5.4197], [-4.0395, 1.3095, 3.4722], [-3.0444, 0.7603, 4.7487], [5.6813, -2.5899, -1.9108], [7.1752, -2.4054, -1.9069], [7.6440, -0.9868, -1.5352], [7.1679, -0.3605, -0.2858], [6.7429, 0.2128, 0.6519], [5.2272, -1.8859, -2.6082], [5.2344, -2.4340, -0.9289], [5.3859, -3.5942, -2.2144], [7.5795, -2.6460, -2.8901], [7.6392, -3.1926, -1.3126], [7.2339, -0.3219, -2.2954], [8.7223, -0.8303, -1.5648], [0.7080, 3.2537, -1.8946], [2.1675, 3.7045, -1.6307], [2.2086, 4.8307, -0.5842], [1.9009, 4.2581, 0.6967], [1.6410, 3.8452, 1.7223], [0.0088, 4.0794, -2.0258], [0.3102, 2.6629, -1.0695], [0.5994, 2.5861, -2.7494], [2.6138, 3.9805, -2.5861], [2.6982, 2.8227, -1.2717], [1.4987, 5.6333, -0.7842], [3.2141, 5.2502, -0.5525], [-4.6905, -0.7596, -3.4512], [-4.3700, -1.9770, -2.5731], [-2.9307, -2.5339, -2.7991], [-2.6221, -3.5212, -1.7654], [-2.3833, -4.2730, -0.9515], [-4.4611, -0.9329, -4.5026], [-4.0644, 0.0771, -3.1414], [-5.7072, -0.3677, -3.4195], [-5.0593, -2.8113, -2.7038], [-4.4982, -1.6989, -1.5270], [-2.2661, -1.6699, -2.7911], [-2.8795, -2.9555, -3.8030]]
}

---

{
  "formula": "C3H5NO",
  "method": "the ωB97M-V functional and the def2-TZVPD basis",
  "e_above_lowest_kj_mol": 124.1,
  "total_charge": 0,
  "gap_ev": 10.6372,
  "spin_multiplicity": 1,
  "homo_energy_ev": -9.690,
  "smiles": "O=C1CNC1",
  "species": ["O", "C", "C", "N", "C", "H", "H", "H", "H", "H"],
  "xyz": [[2.1188, -0.6007, 0.1024], [0.9804, -0.2484, -0.0184], [0.1863, 1.0073, 0.3469], [-1.0544, 0.3202, -0.0934], [-0.3128, -0.8929, -0.5248], [0.2382, 1.2959, 1.4035], [0.4295, 1.8807, -0.2687], [-1.6564, 0.1158, 0.6968], [-0.5907, -1.8335, -0.0338], [-0.3389, -1.0445, -1.6105]]
}

---

{
  "formula": "C3H3AgO2",
  "method": "the ωB97M-V functional and the def2-TZVPD basis",
  "e_above_lowest_kj_mol": 17.9,
  "total_charge": 1,
  "gap_ev": [6.3844, 9.5705],
  "spin_multiplicity": 2,
  "homo_energy_ev": [-12.451, -15.636],
  "s_squared": 0.75,
  "species": ["O", "Ag", "O", "C", "C", "C", "H", "H", "H"],
  "xyz": [[-1.2096, 0.8533, 0.3116], [1.6030, -2.4546, -0.9519], [0.2360, -0.7632, -0.3846], [-0.8735, -0.3639, -0.1617], [-2.5753, 0.6577, -0.0116], [-2.3459, -0.7154, -0.5449], [-3.3166, 1.0756, 0.6672], [-2.4935, -0.8787, -1.6205], [-2.7549, -1.5517, 0.0383]]
}

---

Calculated total energy (hartree)
-3592.6925; -1305.5156; -247.2600; -413.1899